{"formula": "C6H16N2", "method": "wB97M-V/def2-TZVPD", "orbital_gap_ev": 8.077, "homo_ev": -7.2, "relative_energy_ev": 4.682, "symbols": ["C", "C", "C", "C", "C", "C", "N", "N", "H", "H", "H", "H", "H", "H", "H", "H", "H", "H", "H", "H", "H", "H", "H", "H"], "coordinates": [[0.628, 0.102, -1.564], [0.645, -0.875, 0.701], [-1.970, 1.485, -0.313], [1.275, 1.384, -1.149], [0.564, -0.129, 2.029], [0.154, -2.313, 0.777], [-0.713, -0.033, -1.707], [-1.519, 0.129, -0.595], [-0.975, -0.866, -2.223], [-0.689, -0.257, 0.190], [1.194, -0.509, -2.264], [1.697, -0.894, 0.410], [-2.746, 1.785, -1.024], [-1.194, 2.260, -0.318], [-2.416, 1.467, 0.681], [0.806, 1.822, -0.272], [1.238, 2.119, -1.964], [2.324, 1.199, -0.917], [-0.459, -0.121, 2.418], [0.726, -2.906, 1.503], [1.204, -0.588, 2.794], [0.881, 0.912, 1.926], [-0.899, -2.355, 1.070], [0.242, -2.817, -0.190]], "forces_ev_per_angstrom": [[-0.604, -0.106, 0.965], [0.758, -0.165, -0.394], [0.032, 0.044, -0.061], [0.044, -0.006, 0.034], [-0.140, 0.055, -0.146], [-0.083, 0.115, -0.065], [0.038, -0.054, -0.369], [0.764, -0.381, 0.729], [0.052, 0.096, 0.139], [-0.815, 0.665, -1.007], [0.024, -0.054, 0.100], [0.020, -0.011, -0.005], [0.043, -0.037, 0.068], [-0.004, -0.075, -0.022], [-0.027, -0.006, -0.021], [0.011, -0.019, -0.004], [-0.013, -0.089, 0.030], [-0.034, 0.007, 0.010], [0.000, 0.008, 0.033], [-0.020, 0.043, -0.003], [-0.026, 0.007, -0.057], [-0.001, -0.010, 0.018], [-0.001, -0.045, 0.010], [-0.018, 0.018, 0.018]]}